{"formula": "C41H62ClFGeMoN4O4P3S", "method": "ωB97M-V/def2-TZVPD", "de_lowest_kj_mol": 297.02, "max_force_ev_per_a": 1.74, "e_lumo_ev": [0.504, -0.006], "spin_multiplicity": 4, "s2": 3.78, "elements": ["H", "O", "H", "Mo", "C", "H", "H", "H", "H", "H", "C", "H", "H", "H", "N", "H", "H", "O", "H", "C", "H", "C", "H", "C", "C", "H", "H", "H", "H", "C", "C", "C", "C", "S", "H", "C", "C", "H", "C", "C", "H", "C", "C", "H", "C", "C", "H", "H", "H", "C", "H", "H", "C", "C", "C", "H", "C", "C", "C", "O", "C", "C", "Ge", "H", "H", "H", "H", "H", "C", "N", "H", "C", "H", "C", "H", "H", "H", "O", "H", "C", "H", "C", "Cl", "N", "H", "H", "H", "C", "H", "P", "H", "H", "F", "H", "C", "H", "C", "H", "C", "H", "H", "H", "H", "C", "C", "H", "P", "N", "H", "H", "C", "H", "C", "H", "H", "P", "C", "H", "H"], "xyz": [[-0.475238, 1.775841, -4.044282], [1.478882, -0.055121, -3.359244], [2.074016, 5.328398, 0.333317], [1.138614, -0.596546, -1.346524], [4.511257, 3.063795, -0.972345], [-1.214842, -2.782281, 0.800810], [-4.062685, 1.212131, -3.073033], [1.703375, -4.175118, 2.858916], [-5.691013, -0.331907, 3.951258], [-0.850404, 1.339751, 5.655908], [2.815255, -1.537271, 2.303265], [-2.730686, 2.373583, -3.091253], [0.002617, -0.395878, 7.236811], [2.062430, -1.453365, 3.084739], [-1.919197, 0.738703, 0.424591], [2.816512, -0.631584, 1.702693], [3.072372, -5.089476, -0.294348], [1.323526, -2.510977, -2.778916], [4.105293, 2.765034, -3.728475], [-3.651199, 0.248334, 3.617205], [-0.872912, 5.280908, -1.128553], [0.165568, 2.643922, 2.347064], [2.820898, 5.394145, -1.265815], [-0.735640, 0.049771, 3.965684], [0.987707, 4.208570, -1.213997], [-2.895616, -1.367827, -0.827166], [2.978913, -3.904958, -1.597749], [4.554619, 2.672267, 0.044690], [1.353633, 6.308040, -0.936097], [-2.414403, -3.194425, -1.807492], [3.315779, 2.506572, -1.747399], [1.065754, -4.262983, -0.603588], [0.151518, -1.890100, 5.698381], [3.313159, -0.855115, -1.057973], [-1.373384, -3.284019, -1.492229], [-3.186290, 1.540813, -3.627424], [-2.685742, 0.555341, 2.674927], [-3.536618, 1.933158, -4.585579], [-0.363561, -1.194256, 3.436431], [-0.999900, 2.295901, 3.051674], [-1.850156, 5.276451, 4.429411], [0.627571, 3.956005, 2.514236], [-4.934903, -0.095353, 3.215122], [0.306139, 5.892057, 3.352098], [-0.583942, 0.349442, 5.305381], [-1.283935, 4.546717, 3.867676], [-6.235502, -0.391065, 1.532209], [-0.687975, -5.045066, 0.436722], [3.117102, 4.130703, -3.210764], [-4.245291, -1.605362, -2.481659], [2.586529, 2.805391, 1.385283], [-4.509966, 0.085665, -0.142852], [0.034659, -2.178809, 4.343057], [-0.117711, -0.619976, 6.185675], [-5.237188, -0.128739, 1.858329], [3.790705, -1.615293, 2.789496], [-1.723570, 3.232900, 3.765289], [3.204901, 3.042090, -3.177459], [-0.467033, 4.336842, -0.758506], [2.118532, -1.001923, -4.205907], [-2.184193, 1.119901, -0.861951], [-2.969266, 0.480025, 1.307938], [-0.116878, 0.139068, 0.845135], [-0.238631, -3.417384, 2.119149], [0.283172, -3.171919, 4.003359], [2.781862, -4.945220, 1.710882], [3.450765, 1.419915, -1.819531], [0.238006, -6.238678, -0.467870], [2.444201, -4.715263, -1.099245], [-0.397568, -1.315190, 2.055834], [-3.035001, -3.743798, -1.095410], [2.453038, -3.255983, -4.759371], [-4.225967, -1.852021, -3.545443], [-4.265000, 0.150131, 0.909431], [3.436055, -3.954807, 3.006073], [-0.557115, 4.333165, 0.325500], [1.543774, 4.274563, 2.043032], [0.742039, 1.544070, -1.503715], [-2.666000, -0.282342, -4.593234], [2.618738, -4.038187, 2.286318], [0.500482, -4.032426, -1.499040], [1.869361, 5.367277, -0.736817], [4.205817, -3.431280, -4.481765], [0.788581, 1.689737, 1.552467], [-3.195603, 1.427585, -1.082339], [2.316257, -5.529342, -1.817962], [-1.083000, 3.532557, -1.155879], [-0.313975, -2.602522, 1.401418], [-0.247505, 0.302941, -4.962407], [1.718157, 2.576996, -0.902713], [3.438955, -2.813833, 0.720792], [0.994764, 4.223222, -2.309242], [-1.120806, -1.809289, -3.829565], [-2.635653, 2.912665, 4.256042], [1.993434, 2.068087, 0.843796], [-4.927711, -2.305574, -1.993266], [-0.987976, 1.047756, -4.677723], [-1.360310, 1.574096, -1.393415], [-0.084179, 4.885885, 3.261930], [4.512552, 4.153472, -0.922067], [-4.661229, -0.606440, -2.365635], [2.357855, 2.593192, -3.696544], [-2.506301, -3.666925, -2.785488], [-2.177168, 0.432572, -3.926148], [0.323024, -5.353730, 0.167511], [5.430068, 2.756268, -1.473805], [1.155076, -2.622542, 0.265985], [-1.349623, 0.923872, 3.024120], [-3.388370, 0.278199, 4.668083], [0.478011, -2.670866, 6.373708], [-2.859397, -1.726206, -1.860808], [0.842904, -5.649556, 1.079035], [1.901158, -2.224414, -3.812893], [2.634155, 1.188950, 0.710587], [2.293580, -2.955819, -5.790600], [-1.487555, -0.733362, -2.624371], [2.603411, -2.774111, 1.422025], [-1.349734, 1.558573, -5.572694], [1.981187, -4.210115, -4.552862]], "forces_ev_per_a": [[-0.001, -0.011, -0.012], [0.096, 0.376, -0.068], [-0.024, -0.009, -0.011], [-1.176, -0.858, -0.960], [-0.050, 0.015, 0.006], [0.044, -0.084, -0.003], [0.021, -0.016, -0.003], [-0.044, 0.033, 0.054], [-0.005, 0.004, 0.003], [0.001, -0.008, 0.003], [-0.037, -0.056, -0.096], [0.012, -0.008, 0.013], [-0.001, 0.008, -0.004], [0.054, -0.014, -0.008], [0.075, 0.013, -0.174], [-0.005, 0.042, 0.004], [0.034, -0.031, 0.064], [-0.027, 0.155, 0.376], [-0.003, 0.013, 0.004], [-0.001, 0.004, 0.015], [0.022, 0.010, 0.023], [0.122, 0.161, 0.006], [-0.006, 0.012, 0.026], [-0.026, 0.081, 0.084], [-0.043, 0.086, 0.109], [-0.013, 0.002, -0.085], [-0.022, -0.042, 0.067], [0.032, -0.011, -0.011], [0.009, 0.005, 0.014], [-0.035, 0.062, -0.019], [0.012, 0.034, -0.108], [0.125, 0.061, 0.066], [-0.025, 0.071, -0.049], [0.704, 0.095, 0.231], [-0.038, -0.005, -0.012], [0.041, -0.035, 0.005], [0.050, 0.015, -0.001], [-0.003, 0.010, 0.011], [0.013, -0.068, -0.126], [0.050, 0.102, 0.012], [-0.005, 0.002, 0.000], [-0.034, -0.008, -0.002], [-0.020, 0.002, -0.146], [-0.005, 0.002, 0.006], [0.009, -0.002, -0.009], [0.084, -0.018, -0.051], [-0.005, -0.001, 0.003], [0.000, -0.038, -0.022], [0.007, -0.001, 0.001], [0.050, -0.047, -0.004], [0.001, -0.056, 0.022], [0.001, -0.004, 0.035], [-0.026, -0.003, 0.081], [0.010, -0.074, -0.015], [0.030, -0.001, 0.141], [0.001, -0.004, -0.026], [-0.022, -0.001, 0.014], [0.087, -0.012, 0.052], [0.037, 0.026, -0.057], [-0.175, -0.160, 0.096], [0.008, 0.096, 0.217], [0.105, -0.012, -0.026], [-0.059, 0.145, 0.255], [-0.027, 0.003, -0.004], [0.025, -0.034, 0.003], [0.019, -0.015, -0.030], [-0.004, -0.010, 0.019], [0.002, -0.011, 0.018], [-0.037, 0.038, -0.038], [-0.095, 0.174, -0.010], [-0.018, 0.002, -0.017], [0.038, 0.007, 0.002], [-0.008, 0.020, 0.001], [-0.039, 0.030, -0.034], [-0.004, -0.012, 0.000], [-0.009, 0.004, 0.053], [-0.002, 0.039, 0.004], [0.480, -0.141, 0.334], [-0.017, -0.046, -0.025], [0.012, 0.012, -0.033], [-0.166, -0.032, -0.043], [-0.042, -0.014, -0.047], [-0.056, -0.016, -0.016], [-0.146, -0.113, 0.057], [0.020, 0.071, 0.024], [-0.005, 0.007, 0.011], [0.016, 0.016, 0.020], [0.131, -0.061, -0.065], [-0.078, 0.058, -0.040], [-0.075, -0.233, -0.146], [0.026, -0.005, -0.009], [-0.046, -0.029, -0.042], [0.004, -0.107, 0.148], [0.003, 0.011, -0.004], [0.000, 0.141, -0.034], [-0.008, -0.002, -0.007], [0.004, -0.089, 0.054], [-0.129, -0.075, -0.022], [-0.055, -0.054, 0.007], [-0.008, -0.011, 0.011], [-0.017, 0.014, -0.040], [-0.027, -0.019, -0.014], [0.031, -0.007, -0.003], [-0.001, 0.104, 0.008], [0.050, -0.019, 0.000], [-0.009, -0.001, -0.010], [-0.027, 0.212, 0.159], [-0.091, -0.220, -0.148], [0.000, -0.007, -0.008], [0.003, 0.000, 0.000], [0.128, -0.090, 0.108], [-0.040, -0.003, -0.034], [0.144, 0.365, -0.146], [0.046, 0.002, -0.046], [0.049, -0.007, 0.000], [0.118, 0.051, 0.003], [-0.039, 0.052, 0.075], [-0.009, 0.016, -0.012], [-0.025, -0.005, -0.001]], "mulliken_spin": [-0.0014, -0.0209, 0.0001, 1.7839, 0.0059, -0.0074, -0.0029, 0.0011, 0.0033, 0.0002, -0.0501, 0.0005, 0.0001, 0.0043, 0.2262, 0.0525, -0.0008, -0.0200, 0.0004, -0.0284, 0.0005, 0.0093, 0.0004, -0.0001, 0.0049, -0.0333, -0.0004, 0.0017, -0.0002, 0.0417, -0.0050, 0.0107, 0.0011, 0.4928, -0.0109, 0.0130, -0.0078, 0.0004, -0.0029, -0.0035, 0.0000, -0.0014, 0.0486, 0.0000, 0.0033, -0.0002, -0.0006, -0.0004, -0.0004, 0.0337, 0.0016, 0.0116, -0.0016, -0.0001, -0.0255, -0.0080, -0.0005, -0.0015, -0.0356, 0.0196, 0.7190, -0.0153, -0.1514, 0.0001, -0.0009, -0.0004, 0.0276, 0.0000, -0.0008, -0.0025, 0.0021, 0.0040, -0.0005, 0.0513, 0.0008, -0.0048, -0.0002, -0.0542, -0.0017, -0.0004, -0.0052, -0.0009, 0.0008, -0.0059, -0.1139, -0.0007, 0.0446, 0.0141, -0.0020, -0.1083, -0.0058, 0.0002, 0.0000, 0.0000, 0.0427, 0.0003, 0.0174, 0.0766, -0.0001, 0.0004, -0.0082, 0.0032, -0.0005, 0.0049, 0.0008, -0.0017, -0.0726, 0.0137, -0.0018, 0.0003, 0.0061, 0.0001, -0.0389, -0.0069, 0.0006, 0.0485, 0.0253, 0.0006, -0.0006]}